[1]
Entry from the Open Molecules 2025 dataset: a molecular structure, C39H50Br2Cl5N3O11ScSi (ωB97M-V/def2-TZVPD).

Atoms and positions in Å:
Sc: 0.77 0.57 -0.79
C: 2.84 4.61 -1.50
N: 3.62 3.38 -1.33
C: 4.97 3.31 -1.90
C: 3.11 2.37 -0.68
O: 1.95 2.40 -0.20
C: 3.89 1.04 -0.76
O: 3.02 0.00 -0.50
C: 3.38 -0.88 0.57
C: 2.13 -1.31 1.32
O: 1.18 -0.44 1.12
N: 2.44 -1.47 2.95
C: 1.27 -0.97 3.66
C: 4.94 -1.74 3.09
H: 3.24 5.41 -0.81
H: 2.92 4.96 -2.57
H: 1.78 4.36 -1.30
H: 5.33 4.34 -2.14
H: 5.65 2.97 -1.11
H: 5.02 2.70 -2.82
H: 4.35 0.93 -1.78
H: 4.66 1.16 0.02
H: 3.79 -1.78 0.15
H: 4.14 -0.34 1.18
H: 0.37 -1.35 3.28
H: 1.29 -1.23 4.73
H: 1.17 0.11 3.52
H: 4.78 -2.34 2.19
H: 5.84 -1.16 2.96
H: 5.16 -2.43 3.89
Cl: 2.85 0.31 -3.95
C: 1.47 1.42 -4.06
C: 0.86 1.90 -2.94
C: -0.03 2.91 -3.20
Cl: -0.73 3.75 -1.83
C: -0.25 3.46 -4.48
Cl: -1.21 4.91 -4.74
C: 0.33 2.88 -5.59
Cl: 0.05 3.49 -7.18
C: 1.17 1.81 -5.35
Cl: 1.92 1.01 -6.74
C: -5.41 0.19 -2.08
C: -4.16 1.07 -2.32
C: -3.04 0.30 -3.02
C: -4.61 2.25 -3.09
O: -3.65 1.58 -1.07
Si: -2.70 0.83 0.05
O: -1.10 0.74 -0.36
O: -2.80 1.66 1.47
C: -3.34 2.92 1.94
C: -2.81 4.04 1.04
C: -2.93 3.09 3.36
C: -4.84 2.82 1.87
O: -3.37 -0.65 0.25
C: -2.80 -1.79 0.86
C: -1.80 -2.46 -0.06
C: -3.95 -2.77 1.10
C: -2.20 -1.41 2.19
H: -5.80 -0.15 -3.03
H: -6.14 0.77 -1.54
H: -5.13 -0.66 -1.49
H: -3.43 -0.19 -3.91
H: -2.60 -0.45 -2.34
H: -2.27 1.00 -3.26
H: -4.89 1.90 -4.10
H: -3.75 2.90 -3.21
H: -5.39 2.81 -2.63
H: -1.73 4.10 1.10
H: -3.21 5.04 1.37
H: -3.10 3.93 0.01
H: -1.87 2.88 3.50
H: -3.40 2.36 3.99
H: -3.14 4.12 3.65
H: -5.19 2.71 0.85
H: -5.31 3.76 2.24
H: -5.22 1.97 2.44
H: -2.28 -2.88 -0.95
H: -1.27 -3.21 0.48
H: -1.03 -1.81 -0.44
H: -4.44 -2.92 0.18
H: -4.64 -2.47 1.88
H: -3.59 -3.71 1.47
H: -1.34 -0.78 2.05
H: -1.94 -2.27 2.79
H: -2.90 -0.77 2.74
Br: 3.77 -1.26 7.70
C: 3.60 -1.72 5.79
C: 3.71 -0.67 4.96
C: 3.78 -0.88 3.46
C: 2.51 -2.93 3.08
C: 2.85 -3.56 4.27
C: 3.34 -3.09 5.49
C: 2.12 -3.60 1.86
O: 2.05 -4.76 1.53
O: 1.76 -2.62 0.93
H: 3.79 0.31 5.38
H: 3.83 0.15 3.08
H: 2.76 -4.63 4.21
H: 3.45 -3.83 6.27
Br: 0.33 -7.16 -0.84
C: -0.02 -5.56 -1.73
C: -1.13 -5.50 -2.54
N: -1.47 -4.38 -3.21
C: -0.66 -3.32 -3.13
C: 0.49 -3.32 -2.30
C: 0.78 -4.43 -1.56
C: 1.37 -2.15 -2.07
O: 2.56 -2.29 -1.90
O: 0.70 -1.05 -2.01
H: -1.76 -6.33 -2.58
H: -0.97 -2.43 -3.65
H: 1.59 -4.40 -0.85

The value obtained for the energy relative to the best compared isomer or geometry (same formula, charge and spin) is 49.5 kcal/mol. For the HOMO energy, the calculation gives -5.19 eV. As for the orbital gap: 6.799 eV. As for the charge: -1. The total energy comes out at -11007.68413 a.u.

Mulliken population analysis, charges in e, atoms 1 to 99: Sc -1.56; C -0.73; N 0.37; C -0.99; C 0.46; O -1.04; C -0.66; O 0.41; C -1.38; C 1.20; O -1.36; N 1.77; C -1.31; C -1.39; H 0.30; H 0.38; H 0.05; H 0.39; H 0.35; H 0.28; H 0.37; H 0.41; H 0.30; H 0.49; H 0.26; H 0.40; H 0.47; H 0.31; H 0.39; H 0.53; Cl -0.24; C 1.03; C -0.89; C 0.58; Cl -0.24; C -0.16; Cl -0.21; C 0.23; Cl -0.21; C -0.06; Cl -0.23; C -1.77; C 1.96; C -0.85; C -1.95; O -0.41; Si -2.74; O 4.67; O -0.19; C 2.22; C -1.40; C -1.89; C -1.64; O 0.14; C 2.46; C -1.35; C -2.45; C -1.52; H 0.47; H 0.39; H 0.13; H 0.56; H -0.18; H 0.12; H 0.39; H 0.29; H 0.43; H 0.27; H 0.54; H 0.02; H 0.29; H 0.41; H 0.39; H 0.13; H 0.46; H 0.32; H 0.42; H 0.88; H -0.52; H 0.49; H 0.48; H 0.40; H 0.10; H 0.65; H 0.22; Br -0.25; C 0.19; C -1.43; C 0.60; C 0.28; C -0.69; C -0.98; C -0.31; O -0.71; O 0.09; H 0.46; H 0.53; H 0.46; H 0.38

=====

[2]
Entry from the Open Molecules 2025 dataset: a molecular structure, C39H51AsF7N5O4P2PbS4 (ωB97M-V/def2-TZVPD).

Atoms and positions in Å:
Pb: 1.15 1.17 -1.95
C: 1.29 6.33 -2.20
C: 1.14 4.93 -2.74
O: 0.81 3.99 -2.02
N: 1.39 4.78 -4.05
C: 1.36 3.49 -4.73
C: 2.69 2.78 -4.71
C: 3.63 3.05 -5.69
C: 4.83 2.36 -5.68
C: 5.05 1.42 -4.69
C: 4.07 1.21 -3.74
N: 2.92 1.89 -3.74
H: 0.93 6.35 -1.17
H: 0.71 7.04 -2.80
H: 2.33 6.64 -2.22
H: 1.68 5.59 -4.57
H: 1.06 3.66 -5.76
H: 0.59 2.88 -4.28
H: 3.41 3.76 -6.47
H: 5.58 2.54 -6.45
H: 5.96 0.83 -4.65
H: 4.19 0.46 -2.97
F: -1.45 -1.11 4.54
C: -0.36 -1.61 3.92
C: 0.09 -1.03 2.77
C: 1.18 -1.57 2.09
C: 1.61 -0.95 0.82
O: 1.05 0.08 0.43
C: 2.67 -1.64 0.15
C: 3.26 -2.70 0.74
N: 2.91 -3.23 1.94
C: 3.59 -4.40 2.44
C: 5.08 -4.45 2.34
C: 4.44 -4.27 3.68
C: 1.82 -2.70 2.62
C: 1.36 -3.26 3.81
C: 0.28 -2.73 4.47
N: -0.18 -3.36 5.67
C: -0.52 -2.51 6.81
C: -0.80 -3.42 8.02
N: -0.19 -4.76 7.74
C: -0.91 -5.46 6.62
C: -1.17 -4.42 5.51
C: 3.21 -1.26 -1.22
O: 4.37 -1.53 -1.47
O: 2.37 -0.71 -2.03
H: -0.42 -0.17 2.35
H: 4.09 -3.18 0.24
H: 3.05 -5.32 2.30
H: 5.59 -3.59 1.92
H: 5.53 -5.40 2.10
H: 4.50 -3.28 4.13
H: 4.44 -5.09 4.38
H: 1.86 -4.12 4.25
H: -1.41 -1.89 6.64
H: 0.32 -1.84 7.01
H: -1.86 -3.59 8.17
H: -0.37 -3.03 8.94
H: -0.17 -5.34 8.58
H: 0.78 -4.60 7.43
H: -1.83 -5.88 7.02
H: -0.26 -6.26 6.28
H: -2.19 -4.03 5.58
H: -1.05 -4.89 4.54
S: 2.54 1.70 3.18
As: 3.48 3.13 1.25
S: 4.00 2.01 -0.37
S: 0.84 2.68 2.81
S: 1.17 3.46 0.98
C: -3.75 0.90 -4.03
C: -3.56 1.81 -2.81
C: -2.88 3.10 -3.30
C: -4.92 2.17 -2.21
P: -2.34 1.03 -1.59
C: -2.71 2.03 -0.09
C: -2.00 3.23 0.03
C: -2.23 4.11 1.08
C: -3.16 3.79 2.06
C: -3.86 2.60 1.97
C: -3.65 1.74 0.90
C: -2.84 -0.74 -1.20
C: -2.17 -1.12 0.12
C: -4.33 -1.09 -1.12
C: -2.20 -1.60 -2.30
H: -4.31 1.45 -4.79
H: -4.31 0.00 -3.79
H: -2.79 0.61 -4.47
H: -3.53 3.58 -4.04
H: -1.93 2.88 -3.79
H: -2.71 3.81 -2.49
H: -5.55 2.60 -2.99
H: -4.83 2.92 -1.41
H: -5.44 1.31 -1.80
H: -1.26 3.48 -0.72
H: -1.68 5.04 1.12
H: -3.34 4.47 2.88
H: -4.60 2.34 2.72
H: -4.24 0.84 0.84
H: -2.64 -0.66 0.99
H: -1.11 -0.82 0.12
H: -2.22 -2.20 0.24
H: -4.87 -0.53 -0.36
H: -4.43 -2.15 -0.88
H: -4.84 -0.93 -2.07
H: -1.12 -1.46 -2.34
H: -2.58 -1.38 -3.29
H: -2.40 -2.65 -2.09
F: 0.22 0.41 -4.11
P: 0.02 -0.06 -5.75
F: 1.04 -1.25 -5.47
F: -0.17 -0.46 -7.27
F: -1.21 -0.97 -5.28
F: -0.98 1.21 -5.90
F: 1.26 0.92 -6.12

The value obtained for the energy relative to the best compared isomer or geometry (same formula, charge and spin) is 19.8 kcal/mol. The spin multiplicity is 2. Its expectation value of S² is 0.76. For the HOMO energy (spin up / spin down), the calculation gives -9.40 / -9.42 eV. As for the orbital gap (spin up / spin down): 6.105 / 5.186 eV. As for the charge: +1. The total energy comes out at -7494.71439 a.u.

Mulliken population analysis, charges in e, atoms 1 to 99: Pb 1.94; C -1.69; C 0.31; O 0.03; N 0.13; C 0.02; C 0.55; C -0.82; C -0.53; C -1.02; C -0.19; N 0.55; H 0.24; H 0.40; H 0.40; H 0.28; H 0.65; H -1.16; H 0.47; H 0.42; H 0.49; H 0.31; F -0.41; C 0.10; C -0.30; C 1.04; C 0.19; O -0.27; C 0.03; C -0.33; N 0.32; C -0.29; C -1.03; C -0.44; C -0.23; C -0.35; C -1.97; N 0.67; C -0.50; C -0.73; N -0.14; C -0.87; C -0.49; C -0.13; O -0.71; O -0.60; H 0.85; H 0.74; H 0.45; H 0.35; H 0.25; H 0.23; H 0.32; H 0.54; H 0.35; H 0.47; H 0.35; H 0.39; H 0.31; H 0.39; H 0.38; H 0.41; H 0.34; H 0.45; S -0.21; As 0.24; S -0.08; S 0.18; S 0.11; C -1.84; C 2.18; C -1.77; C -1.85; P 0.77; C 1.23; C -0.97; C -1.07; C -0.73; C -1.01; C -0.58; C 2.47; C -2.27; C -1.91; C -2.02; H 0.54; H 0.29; H 0.16; H 0.59; H 0.15; H 0.35; H 0.55; H 0.30; H 0.26; H 0.89; H 0.46; H 0.38; H 0.49; H 0.17; H 0.30

=====

[3]
Entry from the Open Molecules 2025 dataset: a molecular structure, C39H51AsF7N5O4P2PbS4 (ωB97M-V/def2-TZVPD).

Atoms and positions in Å:
Pb: 0.33 -1.06 1.04
C: -2.65 -1.23 4.92
C: -1.52 -1.78 4.11
O: -1.49 -1.69 2.89
N: -0.53 -2.42 4.77
C: 0.67 -2.85 4.07
C: 0.41 -3.89 3.01
C: 0.11 -5.20 3.35
C: -0.06 -6.14 2.35
C: 0.10 -5.76 1.03
C: 0.41 -4.43 0.76
N: 0.54 -3.52 1.73
H: -2.82 -0.20 4.61
H: -2.47 -1.26 5.99
H: -3.55 -1.81 4.69
H: -0.51 -2.38 5.77
H: 1.34 -3.27 4.82
H: 1.18 -2.00 3.63
H: 0.02 -5.48 4.39
H: -0.30 -7.17 2.59
H: 0.00 -6.45 0.21
H: 0.56 -4.08 -0.25
F: 5.15 2.42 4.29
C: 5.33 1.74 3.13
C: 4.47 0.75 2.78
C: 4.65 0.10 1.55
C: 3.63 -0.85 1.11
O: 2.67 -1.09 1.87
C: 3.84 -1.44 -0.16
C: 4.98 -1.16 -0.85
N: 5.90 -0.24 -0.47
C: 7.10 -0.07 -1.26
C: 6.99 -0.04 -2.75
C: 7.32 1.21 -2.01
C: 5.72 0.44 0.72
C: 6.58 1.49 1.11
C: 6.38 2.15 2.30
N: 7.18 3.29 2.62
C: 6.40 4.53 2.67
C: 7.36 5.70 2.41
N: 8.75 5.24 2.78
C: 8.73 4.48 4.08
C: 7.98 3.16 3.84
C: 2.79 -2.31 -0.84
O: 3.14 -3.30 -1.46
O: 1.59 -1.85 -0.75
H: 3.62 0.49 3.40
H: 5.18 -1.68 -1.78
H: 7.96 -0.56 -0.83
H: 6.00 -0.11 -3.19
H: 7.77 -0.55 -3.31
H: 6.54 1.96 -1.95
H: 8.34 1.59 -2.06
H: 7.40 1.80 0.47
H: 5.88 4.66 3.62
H: 5.64 4.52 1.89
H: 7.13 6.57 3.02
H: 7.39 5.99 1.37
H: 9.39 6.02 2.82
H: 9.05 4.59 2.05
H: 8.23 5.12 4.80
H: 9.76 4.32 4.40
H: 7.38 2.94 4.73
H: 8.69 2.34 3.70
S: 2.38 5.08 0.94
As: 3.00 3.19 0.69
S: 1.32 1.87 -0.49
S: 2.75 1.43 -1.86
S: 3.97 2.99 -1.80
C: -2.74 -0.51 -3.94
C: -1.80 -0.18 -2.78
C: -0.36 -0.30 -3.29
C: -2.03 1.26 -2.31
P: -1.92 -1.35 -1.31
C: -1.93 -2.98 -2.16
C: -3.06 -3.68 -2.58
C: -2.94 -4.89 -3.24
C: -1.69 -5.43 -3.50
C: -0.56 -4.74 -3.10
C: -0.68 -3.53 -2.43
C: -3.56 -1.14 -0.43
C: -3.38 0.03 0.56
C: -4.81 -0.86 -1.27
C: -3.77 -2.41 0.41
H: -2.57 0.20 -4.75
H: -3.79 -0.44 -3.66
H: -2.56 -1.51 -4.33
H: -0.20 0.44 -4.08
H: -0.15 -1.29 -3.69
H: 0.37 -0.11 -2.49
H: -1.76 1.94 -3.13
H: -1.41 1.52 -1.45
H: -3.07 1.45 -2.06
H: -4.05 -3.28 -2.41
H: -3.83 -5.42 -3.56
H: -1.60 -6.38 -4.02
H: 0.43 -5.14 -3.30
H: 0.22 -3.01 -2.11
H: -3.17 0.97 0.06
H: -2.60 -0.17 1.28
H: -4.31 0.16 1.12
H: -4.75 0.11 -1.78
H: -5.68 -0.82 -0.61
H: -5.01 -1.62 -2.03
H: -2.89 -2.66 0.99
H: -4.04 -3.28 -0.20
H: -4.59 -2.24 1.11
F: -0.27 1.67 2.09
P: 0.33 1.89 3.60
F: 0.75 0.30 3.61
F: 1.81 2.20 2.90
F: -0.03 3.43 3.53
F: -1.09 1.51 4.23
F: 1.00 2.05 5.04

The value obtained for the energy relative to the best compared isomer or geometry (same formula, charge and spin) is 0.0 kcal/mol. The spin multiplicity is 2. Its expectation value of S² is 0.76. For the HOMO energy (spin up / spin down), the calculation gives -9.62 / -9.62 eV. As for the orbital gap (spin up / spin down): 6.630 / 5.592 eV. As for the charge: +1. The total energy comes out at -7494.74598 a.u.

Mulliken population analysis, charges in e, atoms 1 to 99: Pb 2.66; C -1.55; C 0.34; O -0.12; N 0.00; C -0.64; C 0.67; C -1.10; C -0.42; C -1.34; C -0.16; N 0.51; H 0.27; H 0.43; H 0.34; H 0.27; H 0.83; H -0.51; H 0.52; H 0.44; H 0.53; H 0.28; F -0.41; C 0.64; C -0.74; C 0.80; C 0.17; O -0.77; C -0.01; C -0.49; N 0.56; C -0.18; C -0.98; C -0.30; C 0.01; C -0.71; C -1.39; N 0.46; C 0.22; C -1.08; N -0.12; C -0.73; C -0.45; C -0.33; O -0.71; O 0.29; H 0.47; H 0.74; H 0.40; H 0.28; H 0.27; H 0.02; H 0.30; H 0.51; H 0.41; H -0.08; H 0.37; H 0.45; H 0.31; H 0.40; H 0.35; H 0.38; H 0.36; H 0.44; S -0.30; As 0.38; S 0.02; S 0.17; S -0.28; C -1.80; C 2.06; C -1.90; C -2.08; P 1.10; C 1.09; C -0.57; C -0.80; C -0.78; C -0.82; C -0.95; C 2.36; C -2.01; C -1.84; C -1.80; H 0.54; H 0.28; H 0.33; H 0.69; H 0.28; H 0.04; H 0.55; H 0.29; H 0.32; H 0.15; H 0.49; H 0.39; H 0.52; H 0.33; H 0.23

=====

[4]
Entry from the Open Molecules 2025 dataset: 5 unconnected molecules or ions with the total composition C39H51IN5O5 (ωB97M-V/def2-TZVPD).

Atoms and positions in Å:
C: -3.63 1.06 1.23
C: -3.55 0.98 -0.33
O: -2.19 0.84 -0.82
C: -2.31 0.12 -2.06
C: -0.97 -0.02 -2.83
C: -0.05 -1.10 -2.43
O: -0.36 -1.94 -1.37
C: 0.72 -1.74 -0.39
C: 0.16 -1.64 1.10
C: 1.21 -0.70 1.86
O: -1.10 -0.96 1.15
C: 1.24 -1.31 -3.18
C: 1.50 -0.40 -4.27
C: 2.81 -0.61 -5.11
C: 3.94 -1.34 -4.31
O: 4.20 -2.49 -4.51
I: 5.17 -0.34 -2.80
N: 0.64 0.64 -4.61
C: -0.56 0.86 -3.94
C: -1.48 2.07 -4.38
C: -0.67 3.36 -4.78
C: -0.58 4.45 -3.64
C: -1.95 4.76 -2.91
C: -1.91 4.63 -1.34
O: -0.63 4.91 -0.76
C: -0.21 3.84 0.11
H: -3.52 0.04 1.70
H: -2.97 1.84 1.70
H: -4.70 1.37 1.48
H: -4.18 0.09 -0.64
H: -4.08 1.87 -0.79
H: -3.11 0.60 -2.70
H: -2.65 -0.93 -1.81
H: 1.27 -0.77 -0.56
H: 1.41 -2.63 -0.43
H: 0.19 -2.62 1.64
H: 0.89 -0.47 2.91
H: 2.21 -1.23 1.82
H: 1.37 0.27 1.30
H: -1.08 -0.47 1.99
H: 1.90 -2.15 -2.87
H: 3.18 0.41 -5.41
H: 2.56 -1.18 -6.06
H: 0.94 1.21 -5.40
H: -2.03 1.71 -5.29
H: -2.22 2.21 -3.56
H: -1.18 3.80 -5.69
H: 0.39 3.15 -5.13
H: -0.25 5.41 -4.14
H: 0.25 4.15 -2.95
H: -2.83 4.17 -3.30
H: -2.20 5.84 -3.13
H: -2.27 3.63 -0.96
H: -2.62 5.41 -0.93
H: 0.21 2.98 -0.49
H: -1.04 3.47 0.77
H: 0.62 4.16 0.81
N: -2.03 -6.35 2.33
C: -1.35 -7.47 2.03
C: -0.41 -7.55 1.02
C: -0.15 -6.41 0.28
C: -0.84 -5.24 0.56
C: -1.76 -5.27 1.60
H: -1.59 -8.33 2.64
H: 0.11 -8.48 0.82
H: 0.59 -6.43 -0.52
H: -0.66 -4.33 0.00
H: -2.32 -4.38 1.86
N: -0.46 3.43 3.48
C: -0.54 2.16 3.91
C: 0.13 1.68 5.03
C: 0.93 2.56 5.74
C: 1.04 3.87 5.31
C: 0.33 4.25 4.18
H: -1.18 1.52 3.32
H: 0.02 0.65 5.33
H: 1.47 2.22 6.61
H: 1.66 4.58 5.84
H: 0.38 5.27 3.81
N: 3.57 6.44 7.05
C: 3.69 7.76 6.84
C: 4.76 8.34 6.19
C: 5.78 7.51 5.72
C: 5.68 6.15 5.93
C: 4.56 5.66 6.59
H: 2.88 8.36 7.22
H: 4.81 9.41 6.04
H: 6.63 7.93 5.21
H: 6.45 5.47 5.58
H: 4.43 4.60 6.77
N: -2.41 -9.94 -1.59
C: -2.33 -8.62 -1.82
C: -1.87 -8.07 -3.00
C: -1.46 -8.93 -4.01
C: -1.54 -10.29 -3.80
C: -2.02 -10.74 -2.58
H: -2.65 -7.99 -1.00
H: -1.83 -6.99 -3.13
H: -1.09 -8.53 -4.96
H: -1.23 -11.00 -4.57
H: -2.09 -11.81 -2.37

For the HOMO energy, the calculation gives -11.09 eV. As for the orbital gap: 7.176 eV. As for the charge: +1. The total energy comes out at -2463.97165 a.u.

Mulliken population analysis, charges in e, atoms 1 to 99: C -1.10; C -0.43; O 0.26; C -1.68; C 0.19; C 0.59; O -0.46; C -0.95; C 0.55; C -1.50; O -0.24; C -0.24; C -0.03; C -0.34; C -0.10; O -0.41; I 0.06; N 0.06; C 0.04; C 0.15; C -0.69; C -0.71; C -0.92; C 0.27; O -0.42; C -0.37; H 0.22; H 0.10; H 0.44; H 0.47; H 0.32; H 0.71; H 0.31; H 0.64; H 0.35; H 0.08; H 0.37; H 0.41; H 0.34; H 0.20; H 0.51; H 0.42; H 0.34; H 0.41; H 0.35; H -0.22; H 0.36; H 0.23; H 0.36; H 0.33; H 0.44; H 0.45; H -0.40; H 0.27; H 0.13; H 0.21; H 0.29; N -0.57; C -0.25; C -0.47; C -0.41; C 0.05; C -0.49; H 0.37; H 0.41; H 0.43; H 0.43; H 0.49; N -0.33; C 0.05; C -0.69; C -0.37; C -0.27; C -0.33; H 0.24; H 0.42; H 0.41; H 0.45; H 0.39; N -0.53; C -0.16; C -0.41; C -0.15; C -0.47; C -0.08; H 0.37; H 0.35; H 0.36; H 0.35; H 0.37; N -0.55; C -0.27; C -0.34; C -0.28; C -0.33; C -0.23; H 0.50; H 0.40; H 0.36